Version w
Molecular formula: ClH2NO2Si
Method: DFT, wB97M-V/def2-TZVPD

XYZ file:
```
7
ClH2NO2Si (wB97M-V/def2-TZVPD)
N 0.128 -1.061 -0.162
O 0.672 -1.417 -1.194
O -0.650 -1.858 0.351
Si -0.143 0.847 0.381
Cl 1.703 1.439 -0.173
H -1.260 1.036 -1.013
H -0.449 1.014 1.811
```

Values from the calculation:
Spin multiplicity: 1
Kohn-Sham gap (eV): 10.31
Charge: 0
HOMO energy (eV): -10.6

Version x
Molecular formula: ClH2NO2Si
Method: DFT, wB97M-V/def2-TZVPD

XYZ file:
```
7
ClH2NO2Si (wB97M-V/def2-TZVPD)
O -1.649 -0.220 -1.731
N -1.153 0.270 -0.737
Si -0.743 1.062 0.734
O -0.135 2.435 0.649
H -0.717 -0.027 1.867
Cl 2.296 -1.313 0.095
H 2.100 -2.206 -0.877
```

Values from the calculation:
Spin multiplicity: 1
Kohn-Sham gap (spin up / spin down) (eV): 8.04 / 8.10
Charge: 0
HOMO energy (spin up / spin down) (eV): -9.6 / -9.6
SMILES: O=N[SiH]=O.Cl

Verdict on stability: version x comes out at the bottom.

Version w
Molecular formula: CH2FPS2
Method: DFT, wB97M-V/def2-TZVPD

XYZ file:
```
7
CH2FPS2 (wB97M-V/def2-TZVPD)
C 0.735 0.595 -1.231
F 0.802 0.976 -2.459
P -1.095 -0.793 1.370
S 1.707 0.598 -0.003
S -1.692 -0.566 -0.521
H -0.648 0.499 1.666
H 0.191 -1.308 1.178
```

Values from the calculation:
Spin multiplicity: 1
Kohn-Sham gap (spin up / spin down) (eV): 7.25 / 7.64
Charge: 0
HOMO energy (spin up / spin down) (eV): -8.9 / -8.9

Version x
Molecular formula: CH2FPS2
Method: DFT, wB97M-V/def2-TZVPD

XYZ file:
```
7
CH2FPS2 (wB97M-V/def2-TZVPD)
F -0.289 -0.426 -1.773
C -0.818 0.492 -1.006
S -2.118 1.843 -1.930
S -0.446 0.556 0.630
P 1.129 -0.905 0.726
H 0.603 -1.505 1.871
H 1.938 -0.055 1.482
```

Values from the calculation:
Spin multiplicity: 1
Kohn-Sham gap (eV): 7.63
Charge: 0
HOMO energy (eV): -8.5
SMILES: FC(=S)SP

Verdict on stability: version w comes out at the bottom.

Version w
Molecular formula: C11H10N2
Method: DFT, wB97M-V/def2-TZVPD

XYZ file:
```
23
C11H10N2 (wB97M-V/def2-TZVPD)
C 2.094 -0.612 -1.113
C 0.699 -0.512 -1.498
C 0.348 -1.120 -2.701
C -0.959 -1.032 -3.185
C -1.875 -0.440 -2.305
N -1.516 0.067 -1.120
C -0.294 -0.023 -0.693
C -0.039 0.338 0.752
C 0.699 -0.518 1.639
C 0.785 -0.189 3.045
C 0.283 1.079 3.407
N -0.302 1.861 2.588
C -0.594 1.471 1.347
H 2.234 -1.687 -0.806
H 2.434 -0.034 -0.148
H 2.770 -0.398 -1.981
H 1.142 -1.498 -3.338
H -1.315 -1.453 -4.145
H -3.043 -0.364 -2.454
H 1.198 -1.479 1.396
H 1.206 -0.780 3.792
H 0.419 1.405 4.453
H -1.214 2.134 0.776
```

Values from the calculation:
Spin multiplicity: 1
Kohn-Sham gap (eV): 9.71
Charge: 0
HOMO energy (eV): -9.0
SMILES: Cc1cccnc1-c1cccnc1

Version x
Molecular formula: C11H10N2
Method: DFT, wB97M-V/def2-TZVPD

XYZ file:
```
23
C11H10N2 (wB97M-V/def2-TZVPD)
C -1.110 2.462 -0.362
C -1.828 1.400 0.274
N -2.773 1.118 1.084
C -1.999 -0.036 0.463
C -2.631 -0.818 -0.615
N -3.193 -1.373 -1.449
C -1.000 -0.959 1.282
C 0.379 -0.884 0.556
C 0.565 -1.391 -0.708
C 1.765 -1.188 -1.398
C 2.776 -0.533 -0.823
C 2.606 0.056 0.440
C 1.416 -0.259 1.145
H -1.684 2.405 -1.249
H -0.001 2.259 -0.667
H -1.235 3.311 0.221
H -1.451 -1.990 1.307
H -0.880 -0.610 2.293
H -0.174 -1.939 -1.305
H 1.901 -1.452 -2.431
H 3.758 -0.465 -1.316
H 3.419 0.570 1.095
H 1.375 0.315 2.165
```

Values from the calculation:
Spin multiplicity: 1
Kohn-Sham gap (eV): 10.25
Charge: 0
HOMO energy (eV): -9.5
SMILES: CC1=N[C@]1(C#N)Cc1ccccc1

Verdict on stability: version x comes out at the bottom.

Version w
Molecular formula: C7H11NO4
Method: DFT, wB97M-V/def2-TZVPD

XYZ file:
```
23
C7H11NO4 (wB97M-V/def2-TZVPD)
O 0.789 -1.979 -0.289
C 1.339 -0.941 -0.139
N 2.816 -0.837 -0.657
O 3.093 0.274 -1.049
O 3.557 -1.754 -0.726
C 0.752 0.409 0.460
O 1.710 1.159 1.090
C -0.345 0.198 1.567
C -1.480 -0.670 1.133
C -2.129 -0.227 -0.143
C -1.154 0.098 -1.268
C 0.102 1.055 -0.767
H 2.284 1.765 0.519
H -0.558 1.306 1.574
H 0.204 -0.136 2.397
H -2.414 -0.812 1.752
H -1.190 -1.690 0.802
H -2.881 -0.954 -0.534
H -2.678 0.753 0.039
H -0.680 -0.825 -1.557
H -1.510 0.503 -2.191
H 0.712 1.246 -1.631
H -0.336 2.060 -0.383
```

Values from the calculation:
Spin multiplicity: 1
Kohn-Sham gap (eV): 9.57
Charge: 0
HOMO energy (eV): -10.1
SMILES: O=C([N+](=O)[O-])C1(O)CCCCC1

Version x
Molecular formula: C7H11NO4
Method: DFT, wB97M-V/def2-TZVPD

XYZ file:
```
23
C7H11NO4 (wB97M-V/def2-TZVPD)
N -0.956 -1.253 -0.719
C -1.275 -0.174 -0.293
C -2.275 0.717 0.222
O -2.294 2.150 0.019
C -3.395 -0.328 -0.251
O -3.268 -1.571 0.463
H -2.304 0.584 1.319
H -1.616 2.376 -0.645
H -3.317 -0.604 -1.309
H -4.395 0.122 -0.056
H -3.419 -2.227 -0.273
C 2.865 -0.499 -1.033
C 2.239 0.655 -1.095
O 1.840 1.364 -0.014
C 1.744 0.652 1.180
C 2.204 -0.773 1.019
O 3.341 -0.988 0.184
H 3.112 -1.083 -1.932
H 2.054 1.209 -2.011
H 2.411 1.024 1.993
H 0.701 0.752 1.570
H 2.488 -1.119 2.029
H 1.381 -1.387 0.634
```

Values from the calculation:
Spin multiplicity: 1
Kohn-Sham gap (eV): 8.72
Charge: 0
HOMO energy (eV): -8.4
SMILES: N#C[C@@H](O)CO.C1=COCCO1

Verdict on stability: version x comes out at the bottom.

Version w
Molecular formula: C2HNO
Method: DFT, wB97M-V/def2-TZVPD

XYZ file:
```
5
C2HNO (wB97M-V/def2-TZVPD)
N -1.717 0.577 0.465
C -0.614 0.246 0.274
C 0.686 -0.397 0.164
O 1.318 -0.275 -0.863
H 1.046 -0.933 1.022
```

Values from the calculation:
Spin multiplicity: 1
Kohn-Sham gap (eV): 10.77
Charge: 0
HOMO energy (eV): -11.7
SMILES: N#CC=O

Version x
Molecular formula: C2HNO
Method: DFT, wB97M-V/def2-TZVPD

XYZ file:
```
5
C2HNO (wB97M-V/def2-TZVPD)
N 0.736 -1.178 1.434
C 0.208 -0.532 0.649
C -0.287 0.334 -0.367
O -0.164 0.007 -1.635
H -0.493 1.369 -0.081
```

Values from the calculation:
Spin multiplicity: 1
Kohn-Sham gap (eV): 10.15
Charge: 0
HOMO energy (eV): -11.7
SMILES: N#CC=O

Verdict on stability: version x comes out at the bottom.

Version w
Molecular formula: C9H8N2
Method: DFT, wB97M-V/def2-TZVPD

XYZ file:
```
19
C9H8N2 (wB97M-V/def2-TZVPD)
C -0.524 -1.262 0.084
C -1.831 -1.085 -0.066
C -2.444 0.222 0.150
C -1.427 1.226 0.424
C -0.074 1.185 0.030
C 0.896 2.097 -0.384
C 2.212 1.597 -0.707
C 1.738 -0.513 -0.272
C 0.414 -0.185 -0.173
H 0.826 -2.591 1.195
H -0.728 -3.287 0.195
H -2.417 -1.931 0.149
H -3.604 0.546 0.118
H -1.692 2.368 1.229
H 0.960 3.256 -0.317
H 3.044 2.190 -0.900
H 1.970 -1.555 -0.235
N 0.050 -2.582 0.290
N 2.632 0.305 -0.811
```

Values from the calculation:
Spin multiplicity: 1
Kohn-Sham gap (eV): 7.90
Charge: 0
HOMO energy (eV): -8.0

Version x
Molecular formula: C9H8N2
Method: DFT, wB97M-V/def2-TZVPD

XYZ file:
```
19
C9H8N2 (wB97M-V/def2-TZVPD)
C -1.731 2.161 -1.461
C -0.837 1.348 -2.090
C -0.109 0.327 -1.463
C -0.274 0.177 -0.080
C 0.507 -0.900 0.643
N 0.051 -1.796 1.454
C 1.178 -2.626 1.786
C 2.272 -2.053 1.186
N 1.886 -1.027 0.377
C -1.153 0.973 0.612
C -1.900 1.951 -0.053
H -2.214 3.040 -1.916
H -0.966 1.664 -3.026
H 0.578 -0.054 -1.923
H 0.853 -3.575 2.602
H 3.093 -2.518 1.349
H 2.477 -0.677 -0.098
H -1.084 0.866 1.514
H -2.629 2.719 0.588
```

Values from the calculation:
Spin multiplicity: 1
Kohn-Sham gap (eV): 9.45
Charge: 0
HOMO energy (eV): -8.6
SMILES: c1ccc(-c2ncc[nH]2)cc1

Verdict on stability: version x comes out at the bottom.

Version w
Molecular formula: C4H9N3O
Method: DFT, wB97M-V/def2-TZVPD

XYZ file:
```
17
C4H9N3O (wB97M-V/def2-TZVPD)
H 2.532 -1.897 -0.783
N 2.659 -0.851 -0.552
C 1.648 -0.094 0.036
C 1.661 1.429 -0.001
N 0.386 -0.885 0.462
C -1.026 -0.652 0.085
C -1.627 0.773 -0.138
O -2.928 0.709 -0.395
N -1.990 -1.567 -0.178
H -1.518 -2.564 0.111
H 2.746 1.791 -0.302
H 0.564 1.783 -0.329
H 1.529 1.663 1.105
H 0.565 -1.859 0.346
H -1.384 1.181 0.976
H -0.727 1.225 -0.769
H -3.088 -0.186 0.326
```

Values from the calculation:
Spin multiplicity: 1
Kohn-Sham gap (eV): 10.22
Charge: 0
HOMO energy (eV): -9.7
SMILES: [H]/N=C(/C)N/C(CO)=N\[H]

Version x
Molecular formula: C4H9N3O
Method: DFT, wB97M-V/def2-TZVPD

XYZ file:
```
17
C4H9N3O (wB97M-V/def2-TZVPD)
H -2.574 2.576 -0.152
N -2.165 1.639 -0.132
C -0.883 1.707 -0.026
N 0.081 0.702 0.039
C 1.447 1.224 0.155
C -0.178 -0.687 -0.020
C 0.953 -1.719 -0.027
N -1.410 -1.135 -0.066
O -1.496 -2.530 -0.114
H -0.434 2.716 0.020
H 1.723 1.746 -0.768
H 2.220 0.490 0.367
H 1.501 1.944 0.981
H 1.958 -1.313 -0.060
H 0.869 -2.340 0.872
H 0.848 -2.359 -0.909
H -2.461 -2.663 -0.160
```

Values from the calculation:
Spin multiplicity: 1
Kohn-Sham gap (eV): 9.04
Charge: 0
HOMO energy (eV): -8.2
SMILES: [H]/N=C/N(C)/C(C)=N/O

Verdict on stability: version w comes out at the bottom.